Version one
# C5H11N2O

The ion C5H11N2O with charge +1 (ωB97M-V with the def2-TZVPD basis set, OMol25).

```
! RIJCOSX wB97M-V def2-TZVPD def2/J DEFGRID3
* xyz 1 1
C 1.150 -0.404 1.265
C 0.427 0.113 -0.002
C 1.442 0.478 -1.073
N -0.369 1.317 0.385
C -1.640 1.229 0.205
N -2.065 0.094 -0.304
C -0.663 -0.898 -0.479
O -0.780 -1.997 0.238
H 1.707 0.270 1.823
H 1.895 -1.069 0.865
H 0.595 -0.941 1.905
H 0.914 1.258 -1.718
H 2.050 -0.271 -1.696
H 2.145 0.980 -0.413
H 0.219 2.018 0.745
H -2.440 1.949 0.534
H -3.029 -0.228 -0.435
H -0.542 -1.078 -1.627
H -1.018 -2.820 -0.218
*
```

Calculated values
- LUMO energy (eV) = -2.9
- HOMO level (eV) = -14.6
- Kohn-Sham gap (hartree) = 0.431
- SMILES = CC1(C)NC=[NH+][C@@H]1O

Version two
# C5H11N2O

The ion C5H11N2O with charge +1 (ωB97M-V with the def2-TZVPD basis set, OMol25).

```
! RIJCOSX wB97M-V def2-TZVPD def2/J DEFGRID3
* xyz 1 1
C 1.244 0.431 -0.196
C -0.023 -0.398 0.022
C -1.220 0.437 0.258
C 0.233 -1.354 1.202
C -2.025 1.007 -0.793
N 1.278 1.651 0.242
N 2.307 -0.163 -0.761
O 0.281 2.297 0.771
H -0.177 -0.970 -0.904
H -1.576 0.513 1.277
H -0.600 -2.040 1.309
H 0.344 -0.796 2.127
H 1.139 -1.930 1.041
H -3.049 0.622 -0.720
H -1.629 0.851 -1.794
H -2.155 2.080 -0.601
H 2.139 2.201 0.176
H 2.250 -1.102 -1.115
H 3.190 0.311 -0.849
*
```

Calculated values
- LUMO energy (eV) = -5.7
- HOMO level (eV) = -12.5
- Kohn-Sham gap (hartree) = 0.251

The structure with the greatest stability is version one.

Version one
# C5H11N2O

A structure of composition C5H11N2O (ωB97M-V with the def2-TZVPD basis set, OMol25).

```
! RIJCOSX wB97M-V def2-TZVPD def2/J DEFGRID3
* xyz 1 1
C -2.556 0.047 0.168
C -0.669 -0.229 -0.542
C 2.125 1.132 0.632
C 0.710 -0.428 -0.978
C 1.692 -0.347 0.244
N -1.562 0.716 -0.872
N -1.451 -1.050 0.355
O -1.677 1.711 -1.643
H -2.477 0.661 1.149
H -3.493 -0.128 -0.274
H 1.314 1.576 1.240
H 2.325 1.703 -0.200
H 3.062 1.208 1.278
H 0.568 -1.555 -1.374
H 1.051 0.173 -1.799
H 1.343 -0.845 1.166
H 2.632 -0.959 0.067
H -1.132 -1.334 1.267
H -1.803 -2.051 0.116
*
```

Calculated values
- LUMO energy (spin up / spin down) (eV) = -4.3 / -4.3
- HOMO level (spin up / spin down) (eV) = -13.6 / -13.6
- Kohn-Sham gap (spin up / spin down) (hartree) = 0.344 / 0.344

Version two
# C5H11N2O

A cluster of 2 separate species, C5H11N2O in total (ωB97M-V with the def2-TZVPD basis set, OMol25).

```
! RIJCOSX wB97M-V def2-TZVPD def2/J DEFGRID3
* xyz 1 1
O 0.069 1.665 -0.251
C -0.957 0.977 -0.572
C -1.063 -0.387 -0.897
C 0.144 -1.293 -0.763
C 0.045 -2.477 0.198
C 1.071 -2.257 2.342
N 0.063 -2.004 1.559
N 0.302 4.620 -1.265
H -1.928 1.534 -0.541
H -1.991 -0.820 -1.297
H 0.313 -1.831 -1.723
H 1.113 -0.781 -0.512
H 0.973 -3.048 -0.021
H -0.894 -3.054 0.067
H 0.965 -1.953 3.400
H 1.901 -3.009 2.226
H 1.212 4.718 -1.696
H -0.031 3.745 -0.825
H -0.187 5.477 -0.985
*
```

Calculated values
- LUMO energy (eV) = -9.0
- HOMO level (eV) = -11.7
- Kohn-Sham gap (hartree) = 0.097

The structure with the greatest stability is version one.

Version one
# C5H11N2O

A cluster of 2 separate species, C5H11N2O in total (ωB97M-V with the def2-TZVPD basis set, OMol25).

```
! RIJCOSX wB97M-V def2-TZVPD def2/J DEFGRID3
* xyz 1 1
C -0.839 0.122 0.037
C 2.986 0.260 0.909
C -2.161 1.487 -1.636
C 2.206 0.048 -1.369
C -2.755 -1.145 0.796
N -1.523 0.733 -0.833
N 2.015 0.201 0.031
O -1.376 -0.737 0.829
H 4.108 0.246 0.817
H 2.681 0.373 1.903
H -2.255 1.298 -2.682
H -2.613 2.400 -1.382
H 1.479 0.656 -1.946
H 3.303 0.391 -1.603
H 2.071 -1.025 -1.478
H -3.288 -0.715 1.549
H -2.594 -2.260 0.895
H -3.129 -0.989 -0.213
H 0.402 0.173 0.273
*
```

Calculated values
- LUMO energy (eV) = -4.4
- HOMO level (eV) = -13.6
- Kohn-Sham gap (hartree) = 0.338

Version two
# C5H11N2O

A cluster of 2 separate species, C5H11N2O in total (ωB97M-V with the def2-TZVPD basis set, OMol25).

```
! RIJCOSX wB97M-V def2-TZVPD def2/J DEFGRID3
* xyz 1 1
O 1.232 0.063 0.290
C 0.687 0.055 1.366
C -0.759 -0.262 1.435
C -1.422 -0.986 0.396
C -2.665 -0.225 -0.222
C -1.593 1.584 -1.217
N -2.399 1.219 -0.304
N 4.557 -0.325 -0.841
H 1.183 0.306 2.312
H -1.167 -0.017 2.419
H -1.897 -1.905 0.759
H -0.715 -1.290 -0.371
H -2.853 -0.665 -1.201
H -3.513 -0.401 0.432
H -1.394 2.646 -1.295
H -1.143 0.876 -1.911
H 4.931 -0.858 -0.089
H 3.702 0.090 -0.540
H 5.228 0.095 -1.418
*
```

Calculated values
- LUMO energy (eV) = -8.4
- HOMO level (eV) = -11.8
- Kohn-Sham gap (hartree) = 0.125

The structure with the greatest stability is version one.

Version one
# CH3Cl3Si

The molecule CH3Cl3Si (ωB97M-V with the def2-TZVPD basis set, OMol25).

```
! RIJCOSX wB97M-V def2-TZVPD def2/J DEFGRID3
* xyz 0 1
C -1.096 0.093 0.060
Si 0.758 -0.261 -0.008
Cl 1.577 1.926 -0.255
Cl 1.445 -0.858 1.798
Cl 1.501 -1.266 -1.608
H -1.652 -0.546 -0.584
H -1.368 -0.158 1.092
H -1.165 1.071 -0.495
*
```

Calculated values
- LUMO energy (eV) = 0.3
- HOMO level (eV) = -10.9
- Kohn-Sham gap (hartree) = 0.412
- SMILES = C[Si](Cl)(Cl)Cl

Version two
# CH3Cl3Si

The molecule CH3Cl3Si (ωB97M-V with the def2-TZVPD basis set, OMol25).

```
! RIJCOSX wB97M-V def2-TZVPD def2/J DEFGRID3
* xyz 0 1
C 0.233 0.043 0.211
Si 2.104 -0.112 0.178
Cl 2.894 2.341 0.362
Cl 2.768 -0.898 1.911
Cl 3.236 -0.877 -1.188
H -0.172 -0.958 -0.079
H -0.084 0.218 1.203
H -0.123 0.913 -0.347
*
```

Calculated values
- LUMO energy (eV) = 0.1
- HOMO level (eV) = -10.3
- Kohn-Sham gap (hartree) = 0.383
- SMILES = C[Si](Cl)(Cl)Cl

The structure with the greatest stability is version one.